Entry 1:
A molecular structure, C38H42FN2OP2S2SiTi. Source: the Open Molecules 2025 dataset; level of theory: ωB97M-V/def2-TZVPD.

Output
Frontier orbital gap = 6.33 eV
HOMO = -3.972 eV
Charge = -1
Energy above the lowest of the compared OMol25 structures with the same formula, charge and spin = 0.0 kcal per mole
Lowest unoccupied orbital energy = 2.355 eV

Each line ends with the Löwdin charge.
Cartesian coordinates (Å):
Ti (0.169582, 0.106279, 1.056616)  0.855
S (-2.344962, 1.368687, -0.281612)  0.297
P (-0.723401, 1.299708, -1.450341)  0.386
C (0.414843, 0.047256, -1.149091)  -0.593
P (-0.211630, -1.537838, -1.370255)  0.387
S (-1.381575, -2.152003, 0.129106)  0.323
C (-1.040273, -1.821148, -2.977950)  -0.330
C (-2.413921, -1.635047, -3.086641)  -0.100
C (-3.042083, -1.758521, -4.320541)  -0.082
C (-2.304857, -2.087997, -5.449346)  -0.098
C (-0.933461, -2.289755, -5.344156)  -0.094
C (-0.306093, -2.148928, -4.114670)  -0.092
C (1.216266, -2.675105, -1.490428)  -0.342
C (2.509224, -2.179513, -1.425054)  -0.083
C (3.597717, -3.048999, -1.463657)  -0.078
C (3.392090, -4.412712, -1.587176)  -0.103
C (2.094138, -4.915164, -1.663961)  -0.095
C (1.013544, -4.050502, -1.605562)  -0.100
C (0.187582, 2.899438, -1.366069)  -0.338
C (1.526597, 2.936411, -1.736470)  -0.090
C (2.223168, 4.137560, -1.743173)  -0.089
C (1.583887, 5.316888, -1.380897)  -0.110
C (0.246121, 5.283345, -1.008805)  -0.098
C (-0.447290, 4.077342, -1.000673)  -0.103
C (-1.203183, 1.454297, -3.233930)  -0.317
C (-0.272291, 1.166435, -4.227120)  -0.092
C (-0.578912, 1.376081, -5.565411)  -0.090
C (-1.821797, 1.882192, -5.923274)  -0.106
C (-2.756477, 2.168903, -4.938247)  -0.095
C (-2.447693, 1.951485, -3.598839)  -0.105
H (-2.978302, -1.374420, -2.198340)  0.081
H (-4.109882, -1.592766, -4.398667)  0.100
H (-2.796178, -2.186937, -6.410333)  0.095
H (-0.352038, -2.547530, -6.221203)  0.097
H (0.765530, -2.293107, -4.037947)  0.108
H (2.648364, -1.111589, -1.323572)  0.075
H (4.602378, -2.652172, -1.381184)  0.099
H (4.238156, -5.089529, -1.612662)  0.092
H (1.929334, -5.982178, -1.752833)  0.094
H (0.002519, -4.442108, -1.633136)  0.102
H (2.024753, 2.005873, -1.983636)  0.093
H (3.270548, 4.150377, -2.021175)  0.095
H (2.127365, 6.254169, -1.382386)  0.090
H (-0.259085, 6.198074, -0.719356)  0.091
H (-1.486610, 4.036259, -0.694391)  0.071
H (0.694126, 0.763710, -3.942402)  0.104
H (0.150126, 1.134075, -6.329919)  0.099
H (-2.062380, 2.043689, -6.967446)  0.092
H (-3.732428, 2.552745, -5.211693)  0.094
H (-3.178070, 2.153832, -2.822765)  0.065
C (-2.074734, -1.950808, 3.677017)  -0.178
Si (-0.216432, -2.105368, 3.781230)  0.336
C (0.289415, -1.353467, 5.422270)  -0.167
C (0.205669, -3.919359, 3.829277)  -0.174
N (0.583359, -1.336931, 2.482285)  -0.191
C (1.969283, -1.148934, 2.357549)  -0.384
C (3.027217, -1.657353, 3.122343)  -0.056
C (4.325488, -1.280247, 2.773633)  -0.121
C (4.571848, -0.401384, 1.722631)  -0.132
C (3.493143, 0.111151, 0.991288)  -0.119
C (2.212196, -0.292852, 1.289750)  -0.183
F (0.651403, 1.870501, 1.110610)  -0.361
H (-2.552907, -2.848647, 4.081587)  0.029
H (-2.408834, -1.818731, 2.645263)  -0.021
H (-2.421912, -1.090105, 4.256762)  0.018
H (-0.190870, -1.885126, 6.252426)  0.026
H (-0.030548, -0.305785, 5.463155)  0.014
H (1.370596, -1.377875, 5.578468)  0.017
H (-0.255317, -4.411399, 4.693106)  0.024
H (1.285712, -4.082880, 3.873324)  0.017
H (-0.164699, -4.396861, 2.916381)  0.030
H (2.858822, -2.329227, 3.956352)  0.079
H (5.159354, -1.676681, 3.343423)  0.086
H (5.588870, -0.117736, 1.477463)  0.080
H (3.671689, 0.809481, 0.176592)  0.096
C (-3.565501, 1.717203, 3.052818)  -0.041
N (-2.333233, 2.277228, 3.602620)  -0.116
C (-2.445344, 3.501243, 4.383788)  -0.041
C (-1.147910, 1.746836, 3.285691)  -0.457
C (0.095104, 2.390045, 3.824871)  0.018
O (-1.100953, 0.723089, 2.585184)  -0.158
H (-4.187022, 1.320697, 3.858189)  0.092
H (-3.318079, 0.925525, 2.355376)  0.048
H (-4.110809, 2.498593, 2.522851)  0.090
H (-3.503025, 3.713065, 4.519993)  0.085
H (-1.989621, 4.348590, 3.870483)  0.096
H (-1.993664, 3.400682, 5.369812)  0.085
H (0.261108, 3.353540, 3.340448)  0.100
H (-0.002402, 2.542950, 4.901050)  0.084
H (0.950452, 1.757797, 3.615314)  0.087

Forces on the atoms, in the same order (eV/Å):
0.7 -0.6 -0.3
0.1 0.2 -0.1
0.2 0.4 -0.6
-0.9 -0.1 0.4
0.4 0.0 -0.3
0.1 0.2 0.1
0.0 0.0 0.0
0.0 0.0 -0.1
0.0 0.0 0.1
0.1 0.0 0.0
-0.1 0.0 0.1
0.0 0.0 -0.1
0.0 0.0 0.0
0.1 0.0 0.0
-0.1 0.1 0.0
-0.1 0.0 0.0
0.0 0.1 0.0
0.0 0.0 0.0
0.0 -0.1 0.0
0.1 0.0 0.0
0.0 0.0 0.0
0.0 -0.1 0.0
0.0 -0.1 0.0
0.0 0.1 0.0
0.0 -0.1 0.1
0.1 0.0 -0.1
0.0 0.0 0.1
0.0 0.0 0.0
0.0 0.0 0.1
-0.1 0.0 -0.1
0.0 0.0 0.0
0.0 0.0 0.0
0.0 0.0 0.0
0.0 0.0 0.0
0.0 0.0 0.0
0.0 0.0 0.0
0.0 0.0 0.0
0.0 0.0 0.0
0.0 0.0 0.0
0.0 0.0 0.0
0.0 0.0 0.0
0.0 0.0 0.0
0.0 0.0 0.0
0.0 0.0 0.0
0.0 0.0 0.0
0.0 0.0 0.0
0.0 0.0 0.0
0.0 0.0 0.0
0.0 0.0 0.0
0.0 0.0 0.0
-0.2 0.1 -0.1
0.2 0.1 -0.2
0.0 0.1 0.3
0.0 -0.3 0.0
0.6 0.4 -0.1
-0.4 -0.4 0.3
0.1 0.0 -0.1
-0.1 0.0 0.0
-0.1 -0.1 0.1
0.0 0.0 -0.2
-0.1 0.2 0.0
-0.1 -0.1 0.2
0.0 0.0 0.0
0.0 0.0 0.1
0.0 0.0 0.0
0.0 0.1 0.0
0.0 -0.1 0.0
0.0 0.0 0.0
0.0 0.0 -0.1
0.0 0.0 0.0
0.0 0.0 0.1
0.0 0.0 0.0
0.0 0.0 0.0
0.0 0.0 0.0
0.0 0.0 0.0
0.1 0.1 0.1
-0.2 0.2 0.1
-0.1 -0.1 -0.1
0.1 -0.3 -0.3
0.0 0.1 0.1
-0.4 0.2 0.4
0.0 0.0 0.0
0.0 0.0 0.0
0.0 0.0 0.0
0.0 0.0 0.0
0.0 0.0 0.0
0.0 0.0 0.0
0.0 0.0 0.0
0.1 0.0 0.0
0.0 -0.1 0.0

Entry 2:
2 unconnected molecules or ions with the total composition CH4N3O2 in a non-equilibrium geometry. Source: the Open Molecules 2025 dataset; level of theory: ωB97M-V/def2-TZVPD.

Output
Frontier orbital gap (spin up / spin down) = 7.27 / 7.28 eV
HOMO (spin up / spin down) = -2.830 / -2.834 eV
Charge = -1
Energy above the lowest of the compared OMol25 structures with the same formula, charge and spin = 73.2 kcal per mole
Lowest unoccupied orbital energy (spin up / spin down) = 4.439 / 4.451 eV

Each line ends with the Löwdin charge.
Cartesian coordinates (Å):
C (-0.056525, -1.513160, 0.452480)  -0.524
N (1.032915, 0.497170, 0.350373)  -0.100
N (-1.193351, 0.997562, -1.183469)  -0.054
N (0.412117, -0.491554, -0.261835)  -0.161
O (-0.772222, 1.965355, -0.430414)  -0.293
O (0.256993, -1.804063, 1.586514)  -0.102
H (-0.611420, -2.351064, -0.117248)  0.098
H (1.180039, 0.341864, 1.394234)  0.077
H (0.372661, 1.363997, 0.301468)  0.018
H (-0.621208, 0.993892, -2.092103)  0.041

Forces on the atoms, in the same order (eV/Å):
-0.1 -1.4 -1.8
1.6 2.1 2.9
1.2 1.5 1.1
-1.9 -1.0 -2.4
-1.5 -1.5 -2.1
0.4 -0.2 2.6
0.3 1.5 0.0
-0.7 -0.2 -1.4
1.0 -0.8 -0.1
-0.2 0.0 1.2